# 1
DFT (the ωB97M-V functional and the def2-TZVPD basis) results for a structure of composition C47H36Cl3N4O2PPt.

Geometry as XYZ:
```
94
Properties=species:S:1:pos:R:3:mulliken_charge:R:1
Pt 1.38 1.41 0.92 2.881
Cl 5.38 2.06 6.74 -0.173
C 4.75 1.85 5.15 0.293
C 3.39 1.75 4.96 -0.966
C 2.94 1.59 3.66 1.494
Cl 1.19 1.45 3.43 -0.299
C 3.75 1.51 2.54 -1.485
O 3.34 1.33 1.27 0.431
C 5.13 1.62 2.79 0.603
Cl 6.21 1.53 1.46 -0.137
C 5.62 1.78 4.07 -0.898
H 2.70 1.80 5.79 0.510
H 6.69 1.85 4.22 0.493
C -1.32 1.74 -2.23 -1.004
C -0.32 0.98 -3.05 1.009
C -0.78 0.45 -4.25 -0.809
C 0.03 -0.29 -5.10 -0.798
C 1.36 -0.48 -4.76 -1.047
C 1.85 0.05 -3.58 -1.089
C 1.03 0.77 -2.69 1.275
P 1.86 1.67 -1.34 0.814
C 3.61 1.30 -1.50 1.166
C 3.92 -0.06 -1.34 -0.912
C 5.21 -0.53 -1.50 -0.985
C 6.21 0.37 -1.84 -1.071
C 5.92 1.72 -1.97 -1.018
C 4.63 2.22 -1.78 -0.096
C 4.44 3.71 -1.83 -1.103
C 1.44 3.39 -1.55 0.198
C 1.29 3.98 -2.81 -0.377
C 0.99 5.33 -2.89 -0.787
C 0.85 6.07 -1.72 -0.807
C 1.01 5.48 -0.48 -0.872
C 1.31 4.13 -0.38 -0.068
C 1.54 3.47 0.95 -2.037
H -2.12 2.11 -2.87 0.620
H -0.89 2.60 -1.73 0.011
H -1.78 1.09 -1.49 0.173
H -1.81 0.62 -4.53 0.501
H -0.36 -0.68 -6.02 0.425
H 2.03 -1.02 -5.41 0.501
H 2.90 -0.07 -3.38 0.480
H 3.13 -0.77 -1.14 0.793
H 5.43 -1.58 -1.38 0.521
H 7.22 0.03 -2.00 0.411
H 6.71 2.41 -2.21 0.421
H 5.40 4.20 -1.98 0.572
H 4.01 4.08 -0.90 0.157
H 3.78 4.03 -2.65 0.243
H 1.39 3.38 -3.71 0.590
H 0.86 5.80 -3.86 0.502
H 0.62 7.13 -1.79 0.442
H 0.91 6.08 0.42 0.549
H 0.84 3.84 1.70 0.897
H 2.54 3.69 1.33 0.849
C -9.34 -7.11 1.36 -0.843
O -7.96 -7.43 1.35 -0.451
C -7.06 -6.44 1.29 0.967
C -7.40 -5.08 1.22 -0.739
C -6.39 -4.14 1.16 -0.699
C -5.05 -4.51 1.16 0.376
C -4.73 -5.87 1.23 -0.472
C -5.72 -6.82 1.29 -0.684
C -3.97 -3.53 1.10 0.240
N -2.68 -3.82 1.11 -0.860
C -2.04 -2.63 1.04 0.707
C -2.94 -1.58 0.99 -0.096
N -4.18 -2.18 1.03 -0.081
C -2.55 -0.21 0.94 0.743
C -3.40 0.90 0.96 -0.938
C -2.88 2.17 0.94 -1.045
C -1.50 2.33 0.87 -0.077
N -0.67 1.30 0.83 0.209
C -1.16 0.03 0.89 -0.057
C -0.21 -1.05 0.96 0.090
N 1.10 -0.72 1.00 -0.208
C 2.01 -1.66 1.19 -0.303
C 1.66 -3.02 1.29 -1.259
C 0.34 -3.38 1.21 -0.619
C -0.64 -2.38 1.06 0.498
H -9.87 -8.06 1.42 0.247
H -9.63 -6.59 0.44 0.348
H -9.59 -6.50 2.23 0.350
H -8.43 -4.76 1.22 0.414
H -6.69 -3.09 1.11 0.215
H -3.69 -6.16 1.23 0.487
H -5.48 -7.87 1.34 0.441
H -5.08 -1.73 1.01 0.183
H -4.48 0.76 1.01 0.500
H -3.51 3.04 0.97 0.537
H -1.05 3.32 0.82 0.203
H 3.04 -1.33 1.25 0.554
H 2.44 -3.75 1.43 0.508
H 0.03 -4.41 1.29 0.627
```

Calculated values
Strongest force on any atom ... 0.12 eV/Å
Energy ... -4023.0014 a.u.
Kohn-Sham gap ... 5.52 eV
HOMO energy ... -12.0 eV
Net charge ... +2

# 2
DFT (the ωB97M-V functional and the def2-TZVPD basis) results for a structure of composition C47H36MnN9O4Te.

Geometry as XYZ:
```
98
Properties=species:S:1:pos:R:3:lowdin_spin:R:1
Mn -1.14 -0.61 -0.33 0.976
O -4.39 0.47 6.57 0.000
N -4.34 -0.40 5.73 0.000
O -4.79 -1.52 5.88 0.000
C -3.62 -0.09 4.47 0.000
C -3.35 1.21 4.27 0.000
C -2.70 1.64 3.07 0.000
C -2.33 2.97 2.85 0.000
C -1.66 3.29 1.69 0.001
C -1.38 2.27 0.78 0.002
N -1.75 1.01 0.96 0.002
C -2.39 0.69 2.10 -0.002
C -2.68 -0.70 2.31 0.000
N -2.30 -1.54 1.33 -0.004
C -2.39 -2.84 1.56 -0.001
C -2.90 -3.36 2.74 0.000
C -3.35 -2.52 3.73 0.000
C -3.26 -1.13 3.53 0.000
H -3.63 1.93 5.02 0.000
H -2.55 3.73 3.59 0.000
H -1.33 4.30 1.48 0.000
H -0.82 2.47 -0.13 0.000
H -2.05 -3.50 0.78 0.000
H -2.94 -4.44 2.87 0.000
H -3.76 -2.92 4.64 0.000
N -4.37 0.78 -2.73 0.000
C -3.39 1.13 -1.89 -0.003
N -2.69 0.06 -1.59 -0.004
C -3.32 -0.93 -2.29 0.000
N -4.34 -0.53 -3.00 -0.001
C -2.73 -2.26 -2.24 -0.003
C -3.15 -3.37 -2.97 0.000
N -2.50 -4.52 -2.93 -0.002
C -1.41 -4.56 -2.17 0.001
C -0.98 -3.47 -1.43 0.001
N -1.65 -2.32 -1.44 -0.001
H -5.05 1.38 -3.18 0.000
H -3.23 2.13 -1.54 0.000
H -4.03 -3.31 -3.60 0.000
H -0.85 -5.49 -2.15 0.000
H -0.09 -3.51 -0.81 0.000
C 5.82 -0.60 1.27 0.001
C 4.32 -0.62 1.19 0.006
C 3.53 -0.67 2.34 0.001
C 2.15 -0.69 2.29 0.004
C 1.34 -0.64 3.54 0.001
O 0.33 0.04 3.63 0.001
C 1.80 -1.44 4.72 0.000
C 2.44 -2.67 4.56 0.000
C 2.78 -3.42 5.67 0.000
C 2.51 -2.94 6.94 0.000
C 1.88 -1.71 7.11 0.000
C 1.51 -0.97 6.00 0.000
C 1.48 -0.70 1.02 0.001
O 0.21 -0.85 1.03 0.023
C 2.27 -0.57 -0.16 0.004
C 3.67 -0.56 -0.03 -0.002
C 1.66 -0.42 -1.47 0.005
N 0.38 -0.37 -1.72 -0.002
C -0.04 -0.07 -3.10 -0.002
C -0.22 1.42 -3.28 0.000
Te -1.32 1.85 -5.07 0.000
C -0.88 3.91 -5.00 0.000
C 0.26 4.39 -5.64 0.000
C 0.57 5.74 -5.58 0.000
C -0.25 6.61 -4.89 0.000
C -1.39 6.14 -4.26 0.000
C -1.71 4.79 -4.32 0.000
C 2.64 -0.33 -2.61 0.000
C 2.98 -1.48 -3.32 0.000
C 3.88 -1.42 -4.37 0.000
C 4.46 -0.20 -4.72 0.000
C 4.13 0.94 -4.01 0.000
C 3.23 0.88 -2.95 0.000
H 6.16 -0.64 2.31 0.000
H 6.24 0.31 0.83 0.000
H 6.26 -1.44 0.75 0.000
H 4.01 -0.68 3.31 0.000
H 2.66 -3.04 3.57 0.000
H 3.27 -4.38 5.55 0.000
H 2.79 -3.52 7.81 0.000
H 1.67 -1.34 8.10 0.000
H 1.00 -0.02 6.10 0.000
H 4.28 -0.49 -0.92 0.000
H -0.98 -0.59 -3.28 0.000
H 0.67 -0.45 -3.83 0.000
H 0.74 1.92 -3.37 0.000
H -0.76 1.85 -2.43 0.000
H 0.90 3.70 -6.19 0.000
H 1.46 6.10 -6.09 0.000
H 0.00 7.67 -4.85 0.000
H -2.04 6.83 -3.73 0.000
H -2.61 4.43 -3.84 0.000
H 2.53 -2.43 -3.04 0.000
H 4.14 -2.32 -4.91 0.000
H 5.16 -0.15 -5.53 0.000
H 4.59 1.89 -4.26 0.000
H 3.00 1.77 -2.38 0.000
```

Calculated values
Strongest force on any atom ... 0.74 eV/Å
<S²> ... 0.917
Energy ... -4025.2086 a.u.
Kohn-Sham gap (alpha / beta) ... 6.41 / 6.58 eV
HOMO energy (alpha / beta) ... -9.6 / -9.8 eV
Net charge ... +1
2S+1 ... 2

# 3
DFT (the ωB97M-V functional and the def2-TZVPD basis) results for a structure of composition C47H37AsClN4OS2Ti.

Geometry as XYZ:
```
94
Properties=species:S:1:pos:R:3:mulliken_charge:R:1
Ti 0.08 -0.17 -0.67 -2.886
Cl 0.07 -4.27 -6.63 -0.216
C 0.39 -3.23 -5.29 0.029
C 1.63 -3.28 -4.66 -0.664
C 1.91 -2.46 -3.59 -0.796
C 0.92 -1.60 -3.09 0.266
O 1.18 -0.83 -2.06 -0.079
C -0.31 -1.53 -3.75 0.260
C -1.23 -0.48 -3.41 -0.006
N -1.22 0.23 -2.33 1.509
C -2.02 1.41 -2.42 -1.521
C -3.38 1.40 -2.32 0.257
C -4.10 2.61 -2.43 -1.226
C -3.44 3.79 -2.65 -0.926
C -2.03 3.81 -2.80 0.937
C -1.30 5.00 -3.02 -0.896
C 0.06 4.93 -3.12 -0.764
C 0.69 3.67 -3.01 -0.290
N 0.05 2.55 -2.81 -0.194
C -1.30 2.61 -2.69 0.683
C -0.57 -2.33 -4.87 -1.041
H 2.38 -3.96 -5.03 0.465
H 2.88 -2.48 -3.11 0.498
H -1.97 -0.21 -4.17 0.399
H -3.90 0.48 -2.12 0.636
H -5.17 2.60 -2.34 0.449
H -3.99 4.72 -2.74 0.464
H -1.82 5.94 -3.11 0.463
H 0.66 5.81 -3.29 0.422
H 1.77 3.60 -3.10 0.498
H -1.51 -2.25 -5.40 0.517
S 3.82 2.16 0.73 -0.520
C 4.39 0.57 0.33 1.042
C 5.70 0.08 0.39 -0.681
C 5.90 -1.24 0.06 -0.759
C 4.83 -2.07 -0.31 -1.442
C 3.54 -1.58 -0.37 -0.642
C 3.32 -0.24 -0.05 -0.914
N 2.10 0.41 -0.01 1.529
C 2.22 1.65 0.39 0.849
C 1.02 2.46 0.53 0.642
C 1.09 3.76 1.03 -0.663
C -0.08 4.47 1.24 -1.342
C -1.29 3.87 0.94 -1.189
C -1.34 2.58 0.42 -0.410
C -0.19 1.82 0.20 1.995
H 6.52 0.71 0.68 0.465
H 6.90 -1.65 0.09 0.450
H 5.02 -3.10 -0.55 0.495
H 2.72 -2.22 -0.65 1.073
H 2.05 4.21 1.28 0.469
H -0.04 5.48 1.63 0.468
H -2.22 4.41 1.09 0.479
H -2.31 2.15 0.20 0.705
C -1.42 -4.30 -1.08 -0.963
C -0.64 -4.99 -0.16 -1.348
C 0.17 -4.27 0.70 -0.768
C 0.24 -2.88 0.61 0.882
C -0.51 -2.17 -0.35 1.433
C -1.35 -2.92 -1.17 -0.125
C 0.96 -2.10 1.62 1.237
C 2.04 -2.66 2.37 -1.161
C 2.65 -1.90 3.32 -1.583
C 2.17 -0.60 3.59 1.220
C 2.71 0.20 4.62 -0.881
C 2.16 1.42 4.91 -1.042
C 1.04 1.87 4.18 -0.707
C 0.52 1.13 3.16 -0.082
C 1.08 -0.12 2.82 -0.763
N 0.54 -0.86 1.80 1.005
H -2.09 -4.85 -1.74 0.525
H -0.70 -6.07 -0.08 0.443
H 0.73 -4.80 1.46 0.404
H -2.00 -2.42 -1.88 0.502
H 2.38 -3.66 2.15 0.551
H 3.50 -2.28 3.87 0.428
H 3.55 -0.18 5.19 0.486
H 2.57 2.03 5.70 0.418
H 0.59 2.82 4.43 0.525
H -0.32 1.49 2.59 0.412
C -5.18 -1.33 2.45 -1.175
As -3.35 -0.73 2.32 0.762
C -3.26 0.84 3.43 -0.851
C -2.31 -2.09 3.20 -0.762
S -2.87 -0.40 0.31 -0.240
H -5.44 -1.49 3.49 0.427
H -5.27 -2.26 1.89 0.371
H -5.83 -0.58 2.00 0.369
H -3.73 0.62 4.39 0.485
H -3.79 1.65 2.93 0.345
H -2.22 1.12 3.59 0.060
H -2.88 -2.49 4.04 0.556
H -1.38 -1.66 3.55 0.048
H -2.10 -2.88 2.48 0.215
```

Calculated values
Strongest force on any atom ... 0.98 eV/Å
Energy ... -6449.2468 a.u.
Kohn-Sham gap ... 7.44 eV
HOMO energy ... -10.3 eV
Net charge ... +1

# 4
DFT (the ωB97M-V functional and the def2-TZVPD basis) results for a structure of composition C47H37Cl3F3MgN2O6P3.

Geometry as XYZ:
```
102
Properties=species:S:1:pos:R:3:mulliken_charge:R:1
Mg 1.53 2.14 1.70 2.861
O -2.32 1.58 2.67 -0.805
C -1.21 1.71 2.19 -0.600
O -0.15 2.11 2.80 -1.123
C -0.95 1.37 0.67 1.244
O -1.89 1.31 -0.13 -0.833
O 0.28 1.21 0.38 0.806
N 0.05 3.50 -1.58 -0.161
P 0.70 4.21 -0.13 0.323
C -0.80 5.14 0.36 0.255
C -1.25 5.01 1.67 0.081
C -2.40 5.69 2.08 -0.710
C -3.09 6.49 1.19 -0.408
C -2.63 6.63 -0.12 -0.678
C -1.50 5.96 -0.53 -0.470
C 1.70 5.60 -0.78 0.794
C 2.45 6.32 0.15 -0.785
C 3.23 7.39 -0.27 -0.573
C 3.26 7.75 -1.61 -0.394
C 2.53 7.03 -2.54 -0.652
C 1.75 5.96 -2.12 -0.515
C 0.86 2.50 -2.12 -0.054
C 0.32 1.50 -2.94 -0.544
C 1.17 0.51 -3.38 -0.062
C 2.52 0.55 -3.03 -0.596
C 2.95 1.60 -2.25 -0.622
N 2.15 2.57 -1.81 -0.196
H -0.90 3.18 -1.45 0.356
H -0.73 4.36 2.36 0.032
H -2.75 5.56 3.10 0.413
H -3.98 7.01 1.51 0.347
H -3.17 7.26 -0.81 0.374
H -1.14 6.07 -1.54 0.364
H 2.46 6.03 1.19 0.211
H 3.81 7.94 0.46 0.464
H 3.87 8.59 -1.94 0.353
H 2.56 7.29 -3.59 0.382
H 1.18 5.38 -2.84 0.337
H -0.74 1.48 -3.14 0.398
H 0.77 -0.32 -3.97 0.407
H 3.20 -0.23 -3.33 0.379
H 3.98 1.66 -1.92 0.386
Cl 3.30 4.64 6.25 -0.188
C 3.28 3.62 4.79 0.742
Cl 4.93 3.04 4.48 -0.164
Cl 2.21 2.24 5.08 -0.111
C 2.83 4.45 3.51 0.116
O 3.03 5.65 3.55 -0.741
O 2.35 3.74 2.60 -1.315
F 4.52 1.81 1.08 -0.233
C 3.43 1.01 1.41 -0.518
F 3.92 0.29 2.51 -0.252
F 3.46 0.05 0.40 -0.131
C 0.68 -4.76 -0.16 -1.302
P 1.11 -2.95 -0.42 -0.532
C -0.11 -2.49 -1.71 1.390
C -0.97 -1.40 -1.61 1.934
C -1.84 -1.08 -2.65 -0.912
C -1.82 -1.81 -3.83 -0.623
C -0.91 -2.86 -3.97 -0.736
C -0.07 -3.19 -2.92 -0.931
C 0.53 -2.17 1.12 1.175
C -0.81 -1.97 1.47 0.211
C -1.14 -1.36 2.66 -0.735
C -0.14 -0.94 3.53 -0.606
C 1.19 -1.14 3.21 -0.819
C 1.52 -1.75 2.00 -1.048
P -0.72 -5.29 0.92 -0.036
C -2.23 -4.79 0.00 0.412
C -3.26 -4.20 0.72 -0.490
C -4.43 -3.78 0.08 -0.624
C -4.56 -3.96 -1.29 -0.515
C -3.54 -4.56 -2.01 -0.649
C -2.39 -4.98 -1.37 0.207
C -0.74 -7.09 0.53 0.667
C 0.45 -7.83 0.41 -0.460
C 0.42 -9.20 0.22 -0.602
C -0.78 -9.88 0.14 -0.396
C -1.97 -9.17 0.27 -0.637
C -1.94 -7.79 0.46 -0.454
H 1.57 -5.17 0.32 0.498
H 0.62 -5.23 -1.15 0.764
H -0.96 -0.75 -0.74 -1.595
H -2.50 -0.24 -2.52 0.639
H -2.49 -1.56 -4.64 0.354
H -0.86 -3.42 -4.90 0.310
H 0.64 -4.00 -3.05 0.362
H -1.59 -2.25 0.78 0.814
H -2.18 -1.13 2.88 0.359
H -0.41 -0.40 4.43 0.272
H 1.98 -0.78 3.85 0.332
H 2.56 -1.82 1.71 0.414
H -3.14 -4.04 1.78 0.391
H -5.21 -3.30 0.65 0.403
H -5.45 -3.61 -1.79 0.356
H -3.63 -4.67 -3.09 0.348
H -1.59 -5.44 -1.95 0.381
H 1.40 -7.33 0.47 0.262
H 1.36 -9.74 0.12 0.377
H -0.80 -10.95 -0.01 0.354
H -2.92 -9.68 0.21 0.369
H -2.88 -7.25 0.55 0.353
```

Calculated values
Strongest force on any atom ... 0.16 eV/Å
Energy ... -5278.8407 a.u.
Kohn-Sham gap ... 6.87 eV
HOMO energy ... -3.3 eV
Net charge ... -2